ORCA calculation (ωB97M-V/def2-TZVPD) on the molecule C7H16FNO2 in a non-equilibrium geometry.

Geometry (Å):
C  1.7828  2.2085  1.0594
O  2.4855  1.5784  -0.0930
C  1.5523  1.2758  -1.1890
C  0.8655  -0.2444  -1.0706
C  -0.7552  -0.0062  -1.2445
C  -1.5173  0.5119  0.1171
C  -3.1603  0.2100  0.0337
F  -3.8540  1.2776  -0.7745
O  1.2640  -0.8548  0.2070
C  0.8409  -2.2595  0.3159
N  0.4583  -2.4762  1.7935
H  2.1483  3.2962  1.2956
H  0.6130  2.1967  0.8824
H  1.9886  1.4785  1.9810
H  0.7291  2.1128  -1.3195
H  2.1823  1.2410  -2.1962
H  1.2562  -0.8961  -1.9719
H  -0.9222  0.7603  -2.1443
H  -1.2150  -1.0779  -1.4929
H  -1.4352  1.6981  0.1127
H  -1.0672  0.0559  1.0969
H  -3.6288  0.2960  1.1186
H  -3.3594  -0.8544  -0.4454
H  -0.0734  -2.5583  -0.3509
H  1.6933  -3.0463  0.0871
H  1.3518  -2.6599  2.3046
H  -0.2238  -3.2634  1.8874

Properties
Maximum force ... 3.18 eV Å⁻¹
Lowest unoccupied orbital energy ... 0.79 eV
SMILES ... COC[C@H](CCCF)OCN
Highest occupied orbital energy ... -0.3508 hartree
Energy ... -15816.27952 eV
Kohn-Sham gap ... 10.3 eV

Here are the Mulliken charges for atoms 1 to 4, given in e: atom 1 (C): -0.34, atom 2 (O): -0.39, atom 3 (C): -0.75, atom 4 (C): 0.37